The following is a DFT calculation (ωB97M-V with the def2-TZVPD basis set) of C44H55ClCsGeN3O5PS as an isolated structure at a distorted geometry.

As for the total charge: -2. The energy comes out at -5546.6827 Eh. As for the multiplicity: 2.

XYZ file:
```
112
Properties=species:S:1:pos:R:3:forces:R:3:lowdin_charge:R:1
Cs -4.236967 -22.242563 6.237706 0.551 0.026 0.200 0.752
C -7.329893 -23.239103 3.790324 0.235 1.484 -1.196 -0.049
C -8.185689 -22.762732 4.965522 1.320 0.406 2.060 -0.665
C -9.464442 -23.563737 5.218807 0.664 -0.792 -1.037 -0.089
C -8.555656 -21.263031 4.808185 0.812 0.658 0.585 -0.060
O -7.211557 -22.702188 6.113606 -1.410 -0.514 -0.898 -0.524
Ge -7.478481 -23.546324 7.809857 0.865 0.203 0.183 0.910
O -6.129574 -24.845880 7.455502 0.143 -0.548 0.794 -0.403
C -6.201507 -26.218584 7.937851 -0.561 1.719 0.675 -0.692
C -7.119446 -26.906327 6.918804 0.979 -1.439 0.126 -0.056
C -4.770180 -26.781500 8.053658 0.365 0.612 -2.466 -0.045
C -6.770918 -26.311900 9.369046 -0.895 0.189 1.048 -0.097
O -6.150861 -22.470518 8.776839 -1.480 0.903 0.219 -0.471
C -6.559637 -21.313654 9.665394 2.380 -1.706 -1.776 -0.654
C -7.038242 -20.147294 8.780465 -1.020 0.242 0.163 -0.031
C -5.185380 -21.080358 10.395447 -0.749 -0.782 0.398 -0.044
C -7.541808 -21.818414 10.675146 -0.362 -0.708 0.837 -0.105
H -7.950057 -23.403944 2.850195 0.710 0.228 0.979 0.090
H -6.642800 -24.104617 3.934122 -0.809 0.555 0.341 0.090
H -6.703505 -22.291650 3.658355 -0.267 -1.573 -0.490 0.068
H -10.095201 -23.529873 4.303352 0.188 0.299 0.529 0.082
H -9.940821 -23.101077 6.057602 -0.668 -0.102 0.510 0.048
H -9.286800 -24.648289 5.377896 0.085 0.652 0.284 0.078
H -9.342814 -21.080418 4.066611 0.300 0.029 -0.200 0.068
H -7.580259 -20.731171 4.574536 -1.304 -0.366 -0.020 0.085
H -8.906668 -20.788999 5.777857 0.301 -0.945 -0.925 0.089
H -6.929930 -26.421555 5.941188 0.438 -0.974 0.247 0.084
H -8.174506 -26.719908 7.052809 -0.374 0.190 0.694 0.054
H -6.947753 -28.032039 7.029346 -0.310 1.255 -0.867 0.095
H -4.266978 -26.518702 7.066372 -0.314 -0.448 1.189 0.105
H -4.693936 -27.860091 8.193776 -0.358 -0.102 -0.034 0.068
H -4.201459 -26.313060 8.847622 -0.099 0.327 0.110 0.074
H -7.770868 -25.867685 9.505576 0.120 -0.036 -0.591 0.041
H -6.185396 -25.755705 10.151808 0.012 -0.745 -0.913 0.093
H -6.930341 -27.375504 9.664683 0.512 0.526 -0.083 0.080
H -6.234537 -19.415171 8.672771 -0.144 0.030 -0.168 0.072
H -7.922964 -19.654007 9.251666 0.668 -0.041 -0.105 0.076
H -7.418531 -20.439946 7.767749 0.662 -0.164 0.858 0.067
H -4.392281 -20.773351 9.724204 -0.019 0.213 -0.320 0.052
H -4.899249 -22.119746 10.738343 -0.221 1.286 -0.032 0.095
H -5.240332 -20.362699 11.245368 -0.048 -0.449 -0.414 0.081
H -8.446384 -22.192250 10.191199 -0.050 0.092 -0.020 0.040
H -7.844442 -21.037769 11.413484 0.370 -0.544 -0.327 0.085
H -7.053218 -22.712390 11.162340 -0.640 1.013 -0.160 0.097
O -1.965914 -23.531609 1.957138 -0.297 -0.684 -0.579 -0.042
N -1.901040 -24.860187 1.419871 -2.007 2.292 -3.343 -0.246
C -1.122593 -25.770534 2.006005 2.171 -4.309 1.837 -0.136
C -1.075867 -27.002977 1.308994 1.400 2.396 2.470 -0.254
C -0.373309 -28.201893 1.758529 -0.297 0.085 -1.384 -0.038
C -0.208171 -29.246973 0.860346 0.529 1.270 3.091 -0.152
C -0.712337 -29.119501 -0.411296 -1.267 -0.156 -3.924 -0.169
C -1.397012 -27.986953 -0.848227 -0.113 -1.038 0.054 -0.131
C -1.655446 -26.936399 0.009327 -1.628 1.429 0.220 -0.288
P -2.465008 -25.335465 -0.165193 2.390 -1.216 3.422 1.077
C -1.614550 -24.226730 -1.235025 0.582 1.586 -1.923 -0.282
C -0.574975 -23.397024 -0.734378 -0.879 -0.020 -1.711 -0.035
C 0.091617 -22.548596 -1.661585 1.023 0.587 2.035 -0.091
C -0.087986 -22.632121 -3.017691 -1.280 -1.194 -2.025 -0.114
C -1.163391 -23.437396 -3.545440 0.492 0.243 1.028 -0.091
C -1.914783 -24.210647 -2.642325 0.422 1.005 0.349 -0.087
C -4.228334 -25.285383 -0.437460 -1.335 0.990 -0.180 -0.273
C -5.000909 -24.090767 -0.714677 -0.432 -2.424 -0.716 -0.040
C -6.375432 -24.210634 -1.022148 0.503 0.263 0.502 -0.083
C -7.003454 -25.466773 -1.011115 1.383 -0.145 -0.195 -0.087
C -6.229612 -26.593169 -0.683369 -0.002 0.642 0.670 -0.085
C -4.884815 -26.510358 -0.272052 -0.635 -0.283 -0.743 -0.072
H -2.320437 -22.889099 1.271421 0.346 -0.766 0.602 0.054
H -0.599769 -25.646598 2.973764 -0.990 0.371 -0.603 0.135
H 0.038350 -28.168316 2.760621 0.026 -0.267 -0.080 0.101
H 0.346550 -30.125024 1.163932 -0.053 -0.091 -0.027 0.086
H -0.622005 -29.947742 -1.156998 0.062 0.707 0.777 0.091
H -1.842071 -27.887347 -1.816388 0.089 -0.539 -0.769 0.086
H -0.373774 -23.375038 0.328919 0.127 0.175 -0.128 0.109
H 0.771738 -21.753702 -1.223244 -0.568 -1.301 -0.663 0.127
H 0.567276 -22.199730 -3.802113 -0.457 0.341 1.046 0.101
H -1.412499 -23.357038 -4.630179 0.255 -0.378 1.046 0.099
H -2.810689 -24.715954 -2.984579 0.089 -0.211 -0.067 0.093
H -4.508716 -23.160241 -0.856475 0.425 0.694 0.174 0.074
H -6.951533 -23.299952 -1.261645 0.379 -0.573 0.132 0.104
H -8.030741 -25.589919 -1.338587 0.078 0.080 0.192 0.095
H -6.702698 -27.552498 -0.674554 -0.231 -0.457 0.041 0.088
H -4.355857 -27.426985 0.082662 -0.295 0.968 -0.471 0.123
S -1.111991 -20.716696 4.530774 -1.158 0.437 -0.738 0.292
Cl 1.155559 -24.466024 7.041253 0.683 -1.725 0.302 0.594
C 0.301056 -23.006392 7.248529 -0.068 1.306 -1.676 -0.813
C -0.331081 -22.670967 8.419629 -1.361 1.809 2.536 -0.191
C -1.030180 -21.417301 8.538971 1.487 -1.080 -1.154 -0.117
C -1.099058 -20.527186 7.422210 -0.348 -1.410 -0.522 -0.429
C -2.068352 -19.601958 7.331478 -1.029 1.211 1.110 -0.130
C -0.308327 -20.834532 6.165697 1.282 -0.401 -0.602 -0.753
C 0.306084 -22.187939 6.163553 0.213 -0.608 0.043 -0.264
H -0.231994 -23.252277 9.324156 0.038 -0.383 -0.039 0.060
H -1.538506 -21.089499 9.433779 -0.058 -0.338 0.277 0.069
H -2.214241 -19.027664 6.437107 -0.063 0.292 -0.158 -0.019
H -2.681080 -19.438942 8.236472 0.067 0.203 -0.550 0.028
H 0.549024 -20.162079 6.000938 -0.216 0.447 0.617 0.066
H 0.720965 -22.546650 5.217482 -0.031 0.271 0.398 0.056
N -3.518040 -19.595834 -0.731106 0.202 1.766 -1.952 0.165
C -3.320920 -20.369358 0.327518 0.985 -1.524 1.077 -0.473
O -2.906807 -21.548622 0.275558 -1.030 1.554 -0.384 0.008
C -3.666337 -19.681223 1.591916 -0.059 -1.163 1.241 -0.142
C -3.460691 -18.361379 1.902959 0.312 1.518 -0.117 -0.046
C -3.751950 -17.841853 3.176053 -0.453 -0.980 -0.536 -0.052
C -4.228914 -18.759250 4.091208 -0.485 -1.692 0.569 -0.116
N -4.561119 -20.069627 3.789129 0.626 1.714 0.197 0.033
C -4.239039 -20.494639 2.595233 -0.260 -1.144 -0.603 -0.119
H -3.267148 -19.946109 -1.678940 -0.115 0.639 1.295 0.135
H -3.564149 -18.564039 -0.507671 -0.117 -1.910 -0.929 0.119
H -3.003012 -17.641795 1.202607 -0.202 -0.528 0.115 0.112
H -3.666209 -16.778838 3.382733 0.321 -0.345 0.172 0.102
H -4.355144 -18.582461 5.161872 -0.046 0.515 -0.408 0.108
H -4.463394 -21.578553 2.358920 0.302 1.317 0.276 0.140
```
Positions in Å, forces in eV/Å.